Record 1
The following is a quantum chemistry calculation of a molecular structure, C9H33NO9Y in a non-equilibrium geometry, from the Open Molecules 2025 dataset.

Element x y z (Å)
Y1 31.19 -11.51 -23.83
C1 32.50 -10.49 -28.35
C2 31.71 -11.87 -28.49
C3 32.11 -12.49 -29.87
C4 33.54 -13.12 -29.81
C5 33.65 -14.33 -28.77
C6 33.26 -13.75 -27.35
N1 32.03 -12.90 -27.39
O1 31.36 -12.60 -26.14
C7 34.56 -13.06 -26.79
C8 33.01 -15.00 -26.45
C9 30.11 -11.51 -28.70
H1 33.42 -10.64 -27.80
H2 31.96 -9.91 -27.59
H3 32.62 -9.96 -29.29
H4 32.11 -11.76 -30.68
H5 31.38 -13.28 -30.06
H6 34.33 -12.39 -29.65
H7 33.65 -13.60 -30.78
H8 34.56 -14.92 -28.75
H9 32.89 -15.08 -28.98
H10 35.52 -13.55 -26.93
H11 34.61 -13.02 -25.70
H12 34.65 -12.10 -27.29
H13 32.00 -15.42 -26.50
H14 33.04 -14.69 -25.40
H15 33.79 -15.75 -26.54
H16 29.64 -11.20 -27.77
H17 29.52 -12.38 -29.01
H18 30.07 -10.75 -29.49
O2 29.09 -12.47 -24.05
H19 28.79 -12.05 -23.21
O3 33.49 -12.09 -23.39
H20 34.33 -11.66 -23.55
H21 33.72 -12.99 -23.17
O4 29.37 -10.32 -22.17
H22 28.70 -9.74 -22.51
H23 29.35 -10.18 -21.22
O5 29.80 -9.87 -25.03
H24 29.85 -9.61 -25.95
H25 29.04 -9.39 -24.69
O6 31.25 -12.08 -21.43
H26 30.48 -12.48 -21.02
H27 31.87 -11.95 -20.71
O7 32.04 -9.49 -22.48
H28 31.87 -8.57 -22.68
H29 32.72 -9.47 -21.80
O8 31.46 -13.81 -23.47
H30 30.75 -14.44 -23.40
H31 32.26 -14.33 -23.35
O9 32.65 -10.21 -25.17
H32 33.06 -9.46 -24.76
H33 33.20 -10.41 -25.92

## Properties
* molar mass: 388.27 g mol⁻¹
* relative energy (zero: lowest compared OMol25 entry of this formula, charge and spin): 2.0656 eV
* E_tot: -30823.728 eV
* net charge: +1
* spin multiplicity: 1
* orbital gap: 4.32 eV
* LUMO: -3.730 eV

Record 2
The following is a quantum chemistry calculation of 2 unconnected molecules or ions with the total composition CH5FO2SSi in a non-equilibrium geometry, from the Open Molecules 2025 dataset.

Element x y z (Å)
C1 2.03 1.47 -0.42
O1 -1.77 -2.13 -0.70
O2 -1.97 -1.13 1.78
F1 -2.09 0.57 -0.20
Si1 -1.49 -0.86 0.26
S1 1.73 -0.28 0.00
H1 3.05 1.68 -0.40
H2 1.34 2.31 0.00
H3 1.71 1.64 -1.41
H4 -1.13 -2.31 -1.51
H5 -1.40 -0.97 2.60

## Properties
* molar mass: 128.20 g mol⁻¹
* relative energy (zero: lowest compared OMol25 entry of this formula, charge and spin): 3.1853 eV
* E_tot: -26645.141 eV
* spin multiplicity: 1
* orbital gap: 6.95 eV
* LUMO: -1.153 eV

Record 3
The following is a quantum chemistry calculation of a molecular structure, C6H12O, from the Open Molecules 2025 dataset.

Element x y z (Å)
C1 -0.79 1.79 -0.99
C2 -0.44 1.10 0.29
C3 0.56 1.63 1.15
C4 0.40 -0.70 -0.61
C5 1.19 -1.65 0.27
C6 -0.18 -2.00 -0.17
O1 -1.16 -2.02 0.84
H1 -1.34 1.14 -1.68
H2 -1.41 2.67 -0.75
H3 0.11 2.15 -1.50
H4 -1.20 0.49 0.76
H5 1.23 2.39 0.78
H6 0.72 0.45 0.36
H7 0.55 1.40 2.21
H8 0.70 -0.60 -1.65
H9 2.04 -2.21 -0.14
H10 1.31 -1.36 1.31
H11 -0.29 -2.81 -0.89
H12 -2.01 -1.88 0.41

## Properties
* molar mass: 100.16 g mol⁻¹
* relative energy (zero: lowest compared OMol25 entry of this formula, charge and spin): 6.0069 eV
* E_tot: -8458.347 eV
* spin multiplicity: 1
* orbital gap: 8.01 eV
* LUMO: 0.863 eV

Record 4
The following is a quantum chemistry calculation of 2 unconnected molecules or ions with the total composition C10H13O2 in a non-equilibrium geometry, from the Open Molecules 2025 dataset.

Element x y z (Å)
C1 1.08 2.27 0.32
C2 -0.20 2.40 1.11
C3 2.30 1.68 1.22
O1 2.31 2.06 2.39
O2 3.04 0.89 0.59
H1 1.09 1.64 -0.56
H2 1.40 3.28 0.03
H3 -0.87 1.55 0.92
H4 -0.78 3.30 0.87
H5 -0.01 2.40 2.18
C4 -1.74 -0.85 -3.15
C5 0.10 -1.24 0.18
C6 -0.31 -0.88 -1.08
C7 -0.85 -1.96 0.91
C8 -1.46 -1.27 -1.73
C9 -2.10 -2.29 0.36
C10 -2.37 -2.02 -0.98
H6 1.07 -0.93 0.53
H7 0.37 -0.26 -1.68
H8 -0.57 -2.15 1.94
H9 -2.83 -2.74 1.00
H10 -2.19 0.15 -3.09
H11 -2.38 -1.57 -3.66
H12 -3.21 -2.48 -1.50
H13 -0.83 -0.72 -3.73

## Properties
* molar mass: 165.21 g mol⁻¹
* relative energy (zero: lowest compared OMol25 entry of this formula, charge and spin): 0.3788 eV
* E_tot: -14677.227 eV
* net charge: -1
* spin multiplicity: 1
* orbital gap: 6.98 eV
* LUMO: 3.089 eV

Record 5
The following is a quantum chemistry calculation of a molecular structure, C43H42FInN6O6S2, from the Open Molecules 2025 dataset.

Element x y z (Å)
In1 -0.03 -0.68 -0.17
C1 -1.92 2.71 6.49
C2 -1.64 3.81 5.47
C3 -2.84 4.72 5.30
C4 -2.51 5.85 4.35
C5 -2.03 5.29 3.04
C6 -2.16 6.02 1.88
C7 -1.72 5.48 0.67
F1 -1.86 6.25 -0.44
C8 -1.18 4.24 0.58
C9 -1.03 3.48 1.75
C10 -0.41 2.14 1.65
O1 -0.03 1.70 0.55
C11 -0.27 1.45 2.90
C12 -0.67 2.05 4.05
N1 -1.26 3.26 4.14
C13 -1.45 4.01 2.98
C14 0.33 0.07 3.01
O2 1.08 -0.16 3.96
O3 -0.07 -0.77 2.13
H1 -2.37 3.17 7.37
H2 -1.03 2.18 6.81
H3 -2.63 1.98 6.09
H4 -0.80 4.41 5.83
H5 -3.14 5.10 6.28
H6 -3.68 4.13 4.90
H7 -1.72 6.47 4.80
H8 -3.37 6.50 4.19
H9 -2.60 7.01 1.90
H10 -0.84 3.83 -0.35
H11 -0.49 1.53 4.98
O4 2.20 -1.72 0.24
S1 2.66 -1.94 1.68
C15 4.33 -2.57 1.48
C16 4.97 -3.00 2.78
C17 4.72 -2.34 3.98
C18 5.33 -2.76 5.16
C19 6.20 -3.84 5.15
C20 6.46 -4.50 3.96
C21 5.85 -4.08 2.78
C22 1.81 -3.44 2.25
C23 1.82 -4.53 1.23
C24 2.76 -5.55 1.26
C25 2.80 -6.53 0.27
C26 1.87 -6.50 -0.76
C27 0.91 -5.49 -0.80
C28 0.89 -4.52 0.18
H12 4.86 -1.73 1.03
H13 4.28 -3.38 0.75
H14 4.04 -1.49 4.01
H15 5.12 -2.23 6.08
H16 6.68 -4.15 6.07
H17 7.14 -5.34 3.94
H18 6.05 -4.61 1.85
H19 0.80 -3.06 2.45
H20 2.28 -3.71 3.19
H21 3.48 -5.59 2.08
H22 3.54 -7.31 0.31
H23 1.89 -7.25 -1.54
H24 0.17 -5.48 -1.59
H25 0.15 -3.73 0.15
N2 0.43 -2.62 -2.67
C29 1.38 -3.16 -3.12
C30 2.43 -3.87 -3.60
C31 2.14 -5.03 -4.38
N3 1.89 -5.96 -5.01
C32 3.78 -3.46 -3.33
N4 4.86 -3.14 -3.13
O5 -3.90 6.76 -3.29
C33 -4.46 5.72 -3.94
O6 -5.35 5.90 -4.72
C34 -3.91 4.36 -3.62
C35 -4.77 3.27 -3.65
C36 -4.30 2.00 -3.36
C37 -2.96 1.81 -3.04
S2 -2.39 0.20 -2.54
C38 -2.09 2.90 -3.01
C39 -2.57 4.17 -3.31
H26 -3.29 6.43 -2.61
H27 -5.81 3.44 -3.91
H28 -4.97 1.15 -3.38
H29 -1.05 2.75 -2.74
H30 -1.88 5.01 -3.30
C40 -0.51 -1.50 -5.74
C41 -1.68 -0.80 -5.04
C42 -2.78 -1.84 -4.82
C43 -2.20 0.33 -5.93
N5 -1.20 -0.29 -3.70
N6 -0.11 0.62 -3.77
H31 -0.79 -1.73 -6.77
H32 -0.26 -2.45 -5.25
H33 0.38 -0.88 -5.78
H34 -2.96 -2.37 -5.76
H35 -3.72 -1.38 -4.51
H36 -2.49 -2.56 -4.06
H37 -2.55 -0.09 -6.88
H38 -1.42 1.06 -6.17
H39 -3.03 0.85 -5.47
H40 -0.17 -1.86 -3.04
H41 -0.23 1.27 -4.54
H42 0.75 0.11 -3.89

## Properties
* molar mass: 936.80 g mol⁻¹
* relative energy (zero: lowest compared OMol25 entry of this formula, charge and spin): 0.0000 eV
* E_tot: -96059.631 eV
* spin multiplicity: 1
* orbital gap: 7.47 eV
* LUMO: -0.143 eV

Record 6
The following is a quantum chemistry calculation of a molecular structure, C19H46N2O13 in a non-equilibrium geometry, from the Open Molecules 2025 dataset.

Element x y z (Å)
C1 1.34 -3.26 0.11
O1 2.37 -3.18 -0.87
H1 1.62 -2.76 1.04
H2 0.56 -2.90 -0.56
H3 1.02 -4.28 0.32
H4 2.56 -2.27 -1.11
C2 2.99 -0.30 2.25
O2 1.90 0.58 2.11
H5 2.72 -1.29 1.90
H6 3.91 0.15 1.88
H7 3.40 -0.41 3.25
H8 1.07 0.10 2.11
C3 -1.21 2.71 -0.03
O3 -0.32 3.10 1.01
H9 -2.27 2.93 0.08
H10 -0.96 3.27 -0.94
H11 -1.07 1.64 -0.19
H12 0.50 2.60 0.95
C4 0.50 3.52 -2.18
O4 -0.10 4.67 -1.72
H13 -0.21 3.06 -2.87
H14 1.34 3.91 -2.76
H15 0.61 2.82 -1.36
H16 0.66 5.24 -1.54
C5 0.44 -1.38 2.83
O5 0.05 -0.31 1.98
H17 0.19 -1.06 3.84
H18 -0.28 -2.19 2.66
H19 1.43 -1.79 2.62
H20 -0.88 -0.14 1.83
C6 0.78 1.27 0.13
C7 0.63 -0.29 -0.02
C8 -0.49 -0.76 -1.06
O6 0.22 -0.93 -2.22
C9 1.63 -0.98 -1.90
O7 2.50 -1.04 -2.76
O8 1.80 -0.83 -0.60
H21 0.42 1.87 -0.71
H22 1.83 1.56 0.12
H23 0.44 1.71 1.07
H24 0.44 -0.67 0.98
H25 -1.26 -0.02 -1.25
H26 -0.82 -1.76 -0.76
C10 -2.89 0.00 -1.59
C11 -3.48 0.82 -0.41
C12 -4.50 0.04 0.42
O9 -3.61 -0.39 1.41
C13 -2.43 0.41 1.46
O10 -1.53 0.38 2.29
O11 -2.49 1.25 0.44
H27 -3.80 -0.30 -2.12
H28 -2.52 -1.00 -1.34
H29 -2.11 0.51 -2.16
H30 -3.99 1.70 -0.80
H31 -4.99 -0.81 -0.05
H32 -5.32 0.64 0.84
C14 -1.47 -2.51 1.02
O12 -0.72 -1.61 0.68
N1 -2.11 -3.32 0.20
C15 -3.09 -4.27 0.78
C16 -2.14 -3.07 -1.21
H33 -1.53 -2.84 2.07
H34 -2.96 -4.28 1.87
H35 -3.03 -5.28 0.39
H36 -4.16 -4.10 0.61
H37 -3.14 -3.15 -1.62
H38 -1.86 -2.04 -1.45
H39 -1.45 -3.72 -1.74
C17 4.04 1.08 0.31
O13 4.87 0.22 0.00
N2 3.37 1.91 -0.61
C18 2.61 3.02 -0.05
C19 3.41 1.85 -2.03
H40 3.84 1.36 1.36
H41 2.88 4.02 -0.39
H42 2.61 3.05 1.04
H43 1.56 2.83 -0.24
H44 2.75 1.01 -2.19
H45 2.96 2.77 -2.42
H46 4.42 1.91 -2.46

## Properties
* molar mass: 510.58 g mol⁻¹
* relative energy (zero: lowest compared OMol25 entry of this formula, charge and spin): 31.0785 eV
* E_tot: -50011.162 eV
* spin multiplicity: 1
* orbital gap: 7.35 eV
* LUMO: -0.151 eV

Record 7
The following is a quantum chemistry calculation of C6H8N2O in the gas phase in a non-equilibrium geometry, from the Open Molecules 2025 dataset.

Element x y z (Å)
C1 0.01 -2.58 0.22
C2 1.25 -2.22 -0.14
C3 -1.17 -1.68 -0.08
C4 2.01 -0.21 -0.12
C5 0.54 0.14 0.37
C6 -1.77 0.50 -0.49
N1 2.30 -1.64 -0.42
N2 -0.68 -0.39 -0.32
O1 -2.35 -1.92 -0.06
H1 -0.06 -3.27 0.94
H2 2.16 0.43 -0.95
H3 2.66 0.10 0.68
H4 0.56 -0.14 1.46
H5 0.43 1.16 0.26
H6 -1.50 1.48 -0.73
H7 -2.57 0.03 -1.19
H8 -2.40 0.59 0.52

## Properties
* molar mass: 124.14 g mol⁻¹
* relative energy (zero: lowest compared OMol25 entry of this formula, charge and spin): 2.9534 eV
* E_tot: -11376.393 eV
* spin multiplicity: 1
* SMILES: CN1CCN=C=CC1=O
* orbital gap: 9.44 eV
* LUMO: 0.265 eV

Record 8
The following is a quantum chemistry calculation of a molecular structure, C7H10S3 in a non-equilibrium geometry, from the Open Molecules 2025 dataset.

Element x y z (Å)
C1 -1.83 -0.70 -0.07
C2 -3.17 0.81 0.11
C3 -0.55 -0.72 -0.46
C4 -3.10 -0.42 -0.75
C5 1.68 1.41 0.13
C6 0.51 -0.79 0.56
C7 1.81 -0.03 0.25
S1 -2.18 0.31 1.42
S2 -4.05 2.12 -0.21
S3 -4.52 -1.53 -0.17
H1 -0.21 -1.12 -1.39
H2 -3.26 -0.33 -1.90
H3 2.55 1.92 0.69
H4 0.73 1.79 0.55
H5 1.75 1.71 -0.92
H6 0.15 -0.39 1.46
H7 0.72 -1.84 0.96
H8 2.53 -0.20 1.08
H9 2.10 -0.40 -0.63
H10 -5.46 -0.93 -0.90

## Properties
* molar mass: 190.36 g mol⁻¹
* relative energy (zero: lowest compared OMol25 entry of this formula, charge and spin): 2.2592 eV
* E_tot: -39923.690 eV
* spin multiplicity: 1
* orbital gap: 8.28 eV
* LUMO: -0.452 eV

Record 9
The following is a quantum chemistry calculation of C2H3IN2 in the gas phase in a non-equilibrium geometry, from the Open Molecules 2025 dataset.

Element x y z (Å)
C1 0.16 0.53 0.10
C2 0.00 -0.83 -0.46
N1 -0.31 0.80 1.21
N2 -0.63 0.80 2.29
I1 0.66 2.11 -1.16
H1 0.57 -1.51 0.11
H2 0.51 -0.79 -1.38
H3 -0.97 -1.11 -0.71

## Properties
* molar mass: 181.96 g mol⁻¹
* relative energy (zero: lowest compared OMol25 entry of this formula, charge and spin): 0.8551 eV
* E_tot: -13200.961 eV
* spin multiplicity: 1
* orbital gap: 8.11 eV
* LUMO: -0.115 eV

Record 10
The following is a quantum chemistry calculation of a molecular structure, C40H41AsClIN2O2PPd in a non-equilibrium geometry, from the Open Molecules 2025 dataset.

Element x y z (Å)
Pd1 0.77 -0.16 0.54
Cl1 3.28 -0.26 2.03
C1 4.10 -1.55 1.20
C2 5.38 -1.87 1.65
C3 6.05 -2.92 1.06
C4 5.45 -3.66 0.05
C5 4.18 -3.33 -0.38
C6 3.49 -2.24 0.17
P1 1.84 -1.87 -0.48
C7 1.98 -1.48 -2.23
C8 0.83 -0.99 -2.85
C9 0.85 -0.70 -4.21
C10 2.02 -0.87 -4.94
C11 3.17 -1.33 -4.31
C12 3.15 -1.64 -2.96
C13 1.03 -3.47 -0.30
C14 0.24 -3.99 -1.32
C15 -0.38 -5.22 -1.16
C16 -0.23 -5.92 0.03
C17 0.54 -5.39 1.06
C18 1.17 -4.17 0.90
H1 5.82 -1.30 2.46
H2 7.05 -3.17 1.40
H3 5.97 -4.50 -0.39
H4 3.70 -3.93 -1.13
H5 -0.07 -0.84 -2.28
H6 -0.04 -0.33 -4.69
H7 2.04 -0.65 -6.00
H8 4.08 -1.45 -4.88
H9 4.07 -1.97 -2.48
H10 0.12 -3.45 -2.25
H11 -0.99 -5.62 -1.95
H12 -0.72 -6.87 0.16
H13 0.65 -5.93 1.99
H14 1.75 -3.76 1.71
I1 -5.40 -6.47 2.21
C19 -4.05 -4.96 1.77
C20 -4.13 -4.31 0.54
C21 -3.22 -3.31 0.25
C22 -2.23 -2.97 1.16
C23 -2.17 -3.62 2.38
C24 -3.07 -4.62 2.69
C25 -1.22 -1.94 0.80
O1 -0.31 -1.67 1.66
O2 -1.24 -1.38 -0.31
H15 -4.90 -4.58 -0.17
H16 -3.25 -2.80 -0.71
H17 -1.40 -3.34 3.09
H18 -3.02 -5.13 3.64
C26 3.38 2.50 -0.80
As1 1.65 2.11 -0.04
C27 1.92 2.92 1.70
C28 0.47 3.34 -1.02
C29 0.25 4.67 -0.36
C30 -0.60 4.79 0.74
C31 -0.80 6.03 1.33
C32 -0.16 7.15 0.84
C33 0.70 7.04 -0.24
C34 0.90 5.80 -0.84
H19 3.60 3.56 -0.67
H20 3.39 2.24 -1.86
H21 4.13 1.91 -0.28
H22 1.86 4.00 1.62
H23 2.91 2.63 2.04
H24 1.17 2.56 2.41
H25 -0.47 2.81 -1.18
H26 0.95 3.46 -1.99
H27 -1.08 3.91 1.14
H28 -1.47 6.11 2.18
H29 -0.32 8.12 1.30
H30 1.21 7.91 -0.63
H31 1.57 5.71 -1.69
N1 -0.75 1.05 1.33
C35 -1.86 1.27 1.07
N2 -3.11 1.46 0.80
C36 -4.05 1.82 1.87
C37 -4.31 3.32 1.85
C38 -4.75 3.78 0.46
C39 -3.76 3.36 -0.61
C40 -3.51 1.86 -0.56
H32 -3.65 1.47 2.82
H33 -4.98 1.27 1.68
H34 -3.39 3.84 2.13
H35 -5.06 3.56 2.60
H36 -4.87 4.86 0.45
H37 -5.73 3.35 0.24
H38 -2.81 3.88 -0.46
H39 -4.12 3.63 -1.61
H40 -2.75 1.52 -1.26
H41 -4.43 1.31 -0.78

## Properties
* molar mass: 956.45 g mol⁻¹
* relative energy (zero: lowest compared OMol25 entry of this formula, charge and spin): 0.3579 eV
* E_tot: -143447.347 eV
* net charge: +1
* spin multiplicity: 1
* orbital gap: 7.30 eV
* LUMO: -3.215 eV

Among the records above, which one has the highest orbital gap? C6H8N2O

Among the records above, which one has the lowest orbital gap? C9H33NO9Y

What did the fifth record say?
The following is a quantum chemistry calculation of a molecular structure, C43H42FInN6O6S2, from the Open Molecules 2025 dataset.

Element x y z (Å)
In1 -0.03 -0.68 -0.17
C1 -1.92 2.71 6.49
C2 -1.64 3.81 5.47
C3 -2.84 4.72 5.30
C4 -2.51 5.85 4.35
C5 -2.03 5.29 3.04
C6 -2.16 6.02 1.88
C7 -1.72 5.48 0.67
F1 -1.86 6.25 -0.44
C8 -1.18 4.24 0.58
C9 -1.03 3.48 1.75
C10 -0.41 2.14 1.65
O1 -0.03 1.70 0.55
C11 -0.27 1.45 2.90
C12 -0.67 2.05 4.05
N1 -1.26 3.26 4.14
C13 -1.45 4.01 2.98
C14 0.33 0.07 3.01
O2 1.08 -0.16 3.96
O3 -0.07 -0.77 2.13
H1 -2.37 3.17 7.37
H2 -1.03 2.18 6.81
H3 -2.63 1.98 6.09
H4 -0.80 4.41 5.83
H5 -3.14 5.10 6.28
H6 -3.68 4.13 4.90
H7 -1.72 6.47 4.80
H8 -3.37 6.50 4.19
H9 -2.60 7.01 1.90
H10 -0.84 3.83 -0.35
H11 -0.49 1.53 4.98
O4 2.20 -1.72 0.24
S1 2.66 -1.94 1.68
C15 4.33 -2.57 1.48
C16 4.97 -3.00 2.78
C17 4.72 -2.34 3.98
C18 5.33 -2.76 5.16
C19 6.20 -3.84 5.15
C20 6.46 -4.50 3.96
C21 5.85 -4.08 2.78
C22 1.81 -3.44 2.25
C23 1.82 -4.53 1.23
C24 2.76 -5.55 1.26
C25 2.80 -6.53 0.27
C26 1.87 -6.50 -0.76
C27 0.91 -5.49 -0.80
C28 0.89 -4.52 0.18
H12 4.86 -1.73 1.03
H13 4.28 -3.38 0.75
H14 4.04 -1.49 4.01
H15 5.12 -2.23 6.08
H16 6.68 -4.15 6.07
H17 7.14 -5.34 3.94
H18 6.05 -4.61 1.85
H19 0.80 -3.06 2.45
H20 2.28 -3.71 3.19
H21 3.48 -5.59 2.08
H22 3.54 -7.31 0.31
H23 1.89 -7.25 -1.54
H24 0.17 -5.48 -1.59
H25 0.15 -3.73 0.15
N2 0.43 -2.62 -2.67
C29 1.38 -3.16 -3.12
C30 2.43 -3.87 -3.60
C31 2.14 -5.03 -4.38
N3 1.89 -5.96 -5.01
C32 3.78 -3.46 -3.33
N4 4.86 -3.14 -3.13
O5 -3.90 6.76 -3.29
C33 -4.46 5.72 -3.94
O6 -5.35 5.90 -4.72
C34 -3.91 4.36 -3.62
C35 -4.77 3.27 -3.65
C36 -4.30 2.00 -3.36
C37 -2.96 1.81 -3.04
S2 -2.39 0.20 -2.54
C38 -2.09 2.90 -3.01
C39 -2.57 4.17 -3.31
H26 -3.29 6.43 -2.61
H27 -5.81 3.44 -3.91
H28 -4.97 1.15 -3.38
H29 -1.05 2.75 -2.74
H30 -1.88 5.01 -3.30
C40 -0.51 -1.50 -5.74
C41 -1.68 -0.80 -5.04
C42 -2.78 -1.84 -4.82
C43 -2.20 0.33 -5.93
N5 -1.20 -0.29 -3.70
N6 -0.11 0.62 -3.77
H31 -0.79 -1.73 -6.77
H32 -0.26 -2.45 -5.25
H33 0.38 -0.88 -5.78
H34 -2.96 -2.37 -5.76
H35 -3.72 -1.38 -4.51
H36 -2.49 -2.56 -4.06
H37 -2.55 -0.09 -6.88
H38 -1.42 1.06 -6.17
H39 -3.03 0.85 -5.47
H40 -0.17 -1.86 -3.04
H41 -0.23 1.27 -4.54
H42 0.75 0.11 -3.89

## Properties
* molar mass: 936.80 g mol⁻¹
* relative energy (zero: lowest compared OMol25 entry of this formula, charge and spin): 0.0000 eV
* E_tot: -96059.631 eV
* spin multiplicity: 1
* orbital gap: 7.47 eV
* LUMO: -0.143 eV